{"formula": "C32H37Cl2PSn", "method": "ωB97M-V/def2-TZVPD", "elements": ["Sn", "C", "C", "C", "C", "C", "C", "C", "C", "C", "C", "H", "H", "H", "H", "H", "H", "H", "H", "H", "H", "H", "H", "H", "H", "H", "C", "C", "C", "C", "C", "C", "C", "P", "C", "C", "C", "C", "C", "C", "C", "C", "C", "C", "C", "C", "C", "C", "H", "H", "H", "H", "H", "H", "H", "H", "H", "H", "H", "H", "H", "H", "H", "H", "H", "H", "H", "H", "Cl", "C", "Cl", "H", "H"], "coordinates": [[-0.048954, 1.764075, 0.294191], [-4.371198, -1.894698, 2.694703], [-3.156052, -2.569083, 3.079748], [-2.284539, -1.578078, 3.513081], [-2.861978, -0.290048, 3.383380], [-4.212211, -0.546698, 2.838254], [-5.177176, 0.610245, 2.640922], [-2.224615, 0.999805, 3.812839], [-0.861609, -1.849667, 3.959635], [-2.861256, -4.051033, 3.180528], [-5.730436, -2.469259, 2.245194], [-6.166452, 0.297744, 2.815728], [-5.226379, 1.045771, 1.614995], [-4.954206, 1.411945, 3.406865], [-1.154923, 0.894569, 3.520227], [-2.225465, 1.242444, 4.819449], [-2.642513, 1.813318, 3.205101], [-0.708466, -2.700150, 4.627559], [-0.499068, -1.008511, 4.590113], [-0.176797, -1.997774, 3.084064], [-3.741296, -4.695709, 3.194965], [-2.311460, -4.268828, 4.135136], [-2.232274, -4.450095, 2.363966], [-5.657686, -2.557594, 1.142065], [-6.501951, -1.824117, 2.633189], [-5.969889, -3.525213, 2.530679], [0.621458, -1.885209, 0.033283], [1.909686, -1.242234, 0.511133], [2.552333, -1.757788, 1.653604], [3.731821, -1.208299, 2.085154], [4.357883, -0.165623, 1.432337], [3.698062, 0.471606, 0.379592], [2.516490, -0.152328, -0.128954], [1.706970, 0.548837, -1.620936], [2.186353, -0.552775, -2.923605], [3.380557, -1.253167, -2.838777], [3.788515, -2.086897, -3.889146], [2.907202, -2.305161, -4.948330], [1.590770, -1.800136, -4.929963], [1.256694, -0.879959, -3.972879], [-0.105896, -0.216191, -4.010238], [2.465219, 2.114755, -2.114063], [2.963372, 2.229039, -3.365281], [3.313301, 3.543940, -3.846366], [3.199913, 4.630373, -3.044207], [2.718445, 4.490281, -1.714125], [2.308992, 3.231219, -1.260494], [1.841494, 3.113494, 0.179220], [0.446977, -2.800242, 0.594160], [0.605505, -2.155917, -1.022938], [-0.340241, -1.338132, 0.238623], [2.226754, -2.661710, 2.176283], [4.147178, -1.638276, 3.001258], [5.399861, 0.072478, 1.583094], [4.153277, 1.301317, -0.133436], [4.101483, -1.035624, -2.017296], [4.783814, -2.444875, -3.944265], [3.203643, -2.896021, -5.857734], [0.791345, -2.026877, -5.631317], [-0.642546, -0.499726, -4.971889], [-0.041789, 0.859724, -3.912035], [-0.728821, -0.542966, -3.215108], [2.803749, 1.385807, -4.079538], [3.568963, 3.649838, -4.881295], [3.395667, 5.662590, -3.389650], [2.637878, 5.330539, -1.012016], [1.634441, 4.154752, 0.503741], [2.542196, 2.641126, 0.879456], [-3.773257, 2.910479, 0.247317], [-3.262059, 3.746811, -1.250809], [-1.414140, 3.551741, -1.621384], [-3.393182, 4.850082, -1.215888], [-3.797490, 3.251963, -2.060898]], "forces_ev_per_angstrom": [[1.248, 0.175, -0.582], [-2.229, -2.266, -0.522], [-0.867, -1.317, -0.021], [2.638, 0.491, 0.510], [-0.215, -0.818, 0.626], [0.542, 3.260, 0.290], [1.227, 0.386, 0.363], [0.628, -0.920, -3.623], [0.291, 0.870, 0.322], [0.159, 0.055, 0.606], [1.732, -1.218, -0.177], [-1.335, -0.489, 0.330], [0.511, -0.346, 0.651], [-0.151, -0.745, -1.050], [-0.527, 0.259, 0.247], [-0.412, 0.231, 2.144], [0.065, -0.034, 0.395], [-0.485, -0.259, -0.320], [-0.065, -0.311, -0.744], [-0.562, 0.254, 0.626], [-0.193, 0.389, -0.105], [-0.361, 0.351, -0.856], [-0.086, 0.505, 0.174], [-0.566, 0.555, 0.372], [-0.394, 0.135, -0.431], [0.579, 0.923, 0.269], [-0.872, -0.077, 0.302], [-0.160, -0.192, 0.412], [-0.415, 0.028, -0.523], [0.486, -0.521, 1.135], [-0.094, 0.693, -1.073], [-0.510, -2.096, -0.077], [0.377, 1.465, 0.174], [-0.222, 0.868, 1.314], [-1.415, -1.821, -1.055], [1.186, 0.416, 0.171], [-1.412, 0.856, -0.514], [-0.273, -0.911, -1.053], [0.723, 0.196, 0.179], [-0.080, 0.932, 1.403], [0.044, -0.601, -1.762], [-0.580, -0.223, 1.653], [-0.212, 1.396, -2.393], [-0.400, -2.118, -0.160], [-0.454, 1.538, 1.469], [-0.101, -0.809, -0.282], [1.073, 0.657, 0.576], [-1.316, 0.139, -0.627], [0.295, -0.308, -0.028], [0.168, 0.108, -0.048], [1.014, 0.168, -0.256], [-0.357, 0.387, -0.281], [0.297, 0.107, -0.500], [-0.066, 0.346, 0.697], [0.053, 0.117, -0.196], [-0.701, -0.293, -0.651], [0.694, -0.460, 0.134], [-0.135, 0.485, 1.244], [0.638, -0.246, -0.331], [0.681, 0.600, 1.141], [0.062, 0.362, -0.265], [-0.596, -0.466, 0.907], [0.859, 0.848, 0.598], [0.277, 0.057, -0.320], [0.079, -0.853, 0.010], [0.097, -0.214, -0.581], [-0.123, -0.773, 0.231], [-0.093, 0.130, -0.286], [0.517, 0.665, -0.645], [0.720, 0.038, 0.044], [-1.201, -0.014, 0.383], [-0.046, -1.009, 0.218], [0.322, 0.288, 0.017]], "lowdin_charge": [1.033, -0.119, -0.076, -0.139, -0.067, -0.114, -0.001, 0.002, 0.009, 0.023, 0.020, 0.060, 0.066, 0.116, 0.076, 0.084, 0.079, 0.091, 0.097, 0.095, 0.089, 0.111, 0.113, 0.112, 0.075, 0.102, -0.083, -0.291, -0.049, -0.072, -0.049, -0.074, -0.371, 1.002, -0.361, -0.063, -0.049, -0.036, -0.035, -0.280, -0.058, -0.369, -0.052, -0.050, -0.062, -0.022, -0.359, -0.315, 0.070, 0.077, 0.048, 0.120, 0.123, 0.119, 0.111, 0.127, 0.101, 0.133, 0.119, 0.111, 0.063, 0.054, 0.123, 0.107, 0.126, 0.121, 0.056, 0.034, 0.512, -0.815, 0.428, 0.060, 0.037], "multiplicity": 1, "de_lowest_ev": 0.704, "e_homo_ev": [-12.94, -12.94], "gap_ev": [4.92, 4.73], "total_charge": 2}